Record 1
Molecular formula: C39H99N8O10
Method: DFT, the ωB97M-V functional and the def2-TZVPD basis

Results
- HOMO level: -0.351 Eh
- Energy relative to the best compared isomer or geometry (same formula, charge and spin): 0.0 kcal/mol
- DFT total energy: -74429.230 eV
- Net charge: +1
- LUMO level: -2.896 eV

Geometry (Å):
1 C -0.07 -0.75 4.23
2 C 0.21 -2.29 4.26
3 C 1.51 -2.68 5.04
4 C 1.70 -4.26 5.06
5 N 0.57 -5.01 4.43
6 N 0.88 -5.39 3.08
7 C -0.36 -5.55 2.25
8 C -0.45 -4.55 1.06
9 C 0.70 -4.71 0.01
10 C 1.57 -3.41 -0.14
11 C 2.62 -3.25 1.01
12 N 3.81 -2.53 0.49
13 H -0.34 -0.49 3.18
14 H 0.78 -0.11 4.52
15 H -0.95 -0.45 4.84
16 H 0.36 -2.61 3.21
17 H -0.69 -2.79 4.67
18 H 1.41 -2.30 6.07
19 H 2.37 -2.22 4.50
20 H 2.70 -4.57 4.67
21 H 1.70 -4.55 6.13
22 H 0.46 -5.84 5.01
23 H 1.31 -6.33 3.15
24 H 1.58 -4.75 2.69
25 H -1.24 -5.39 2.91
26 H -0.40 -6.58 1.84
27 H -0.49 -3.48 1.36
28 H -1.41 -4.76 0.54
29 H 0.23 -4.86 -0.99
30 H 1.32 -5.61 0.19
31 H 2.14 -3.49 -1.09
32 H 0.92 -2.52 -0.26
33 H 2.20 -2.74 1.92
34 H 2.93 -4.28 1.35
35 H 4.27 -2.02 1.24
36 H 4.45 -3.26 0.18
37 C -1.95 6.86 2.95
38 O -2.61 5.61 2.98
39 C -3.05 5.16 1.70
40 C -2.21 3.99 1.21
41 N -0.85 4.41 0.87
42 C 0.10 3.31 0.70
43 C 0.34 2.36 1.88
44 O 1.02 2.95 2.98
45 C 0.21 3.72 3.85
46 H -1.85 7.21 3.98
47 H -0.95 6.78 2.53
48 H -2.53 7.60 2.39
49 H -3.07 5.98 0.97
50 H -4.08 4.81 1.83
51 H -2.68 3.55 0.32
52 H -2.21 3.24 2.00
53 H -0.50 5.02 1.60
54 H 1.06 3.77 0.44
55 H -0.21 2.72 -0.17
56 H 1.00 1.57 1.52
57 H -0.57 1.86 2.22
58 H -0.80 3.31 3.94
59 H 0.18 4.76 3.52
60 H 0.68 3.71 4.84
61 C 4.35 -3.07 -6.19
62 O 3.22 -2.52 -6.85
63 C 2.45 -3.49 -7.57
64 C 1.11 -3.73 -6.87
65 N 1.29 -4.45 -5.61
66 C 0.11 -4.45 -4.74
67 C -0.45 -3.10 -4.27
68 O 0.39 -2.40 -3.36
69 C 1.45 -1.68 -3.95
70 H 4.97 -2.24 -5.86
71 H 4.05 -3.64 -5.30
72 H 4.93 -3.71 -6.86
73 H 3.00 -4.42 -7.72
74 H 2.24 -3.05 -8.55
75 H 0.47 -4.33 -7.53
76 H 0.64 -2.76 -6.72
77 H 2.06 -4.03 -5.10
78 H 0.38 -5.02 -3.85
79 H -0.69 -5.01 -5.24
80 H -1.37 -3.32 -3.72
81 H -0.75 -2.45 -5.10
82 H 1.18 -1.26 -4.92
83 H 2.34 -2.31 -4.04
84 H 1.71 -0.85 -3.28
85 C -4.90 5.95 5.23
86 O -5.48 7.10 4.64
87 C -6.85 7.31 4.99
88 C -6.99 8.51 5.93
89 N -6.44 8.22 7.25
90 C -6.25 9.39 8.10
91 C -5.33 10.51 7.61
92 O -3.95 10.17 7.56
93 C -3.55 9.43 6.42
94 H -3.95 5.77 4.74
95 H -4.71 6.10 6.30
96 H -5.54 5.07 5.09
97 H -7.30 6.42 5.42
98 H -7.37 7.55 4.06
99 H -8.05 8.76 6.03
100 H -6.48 9.36 5.46
101 H -5.54 7.76 7.14
102 H -5.85 9.03 9.05
103 H -7.23 9.82 8.32
104 H -5.40 11.33 8.33
105 H -5.65 10.94 6.65
106 H -4.11 9.72 5.53
107 H -3.65 8.36 6.60
108 H -2.49 9.63 6.25
109 C -6.63 0.45 -5.10
110 O -7.25 -0.83 -5.12
111 C -7.59 -1.29 -6.43
112 C -6.68 -2.43 -6.86
113 N -5.31 -1.97 -7.10
114 C -4.32 -3.04 -7.21
115 C -4.13 -3.98 -6.02
116 O -3.54 -3.37 -4.87
117 C -4.44 -2.63 -4.06
118 H -6.61 0.79 -4.06
119 H -5.60 0.40 -5.46
120 H -7.20 1.17 -5.69
121 H -7.58 -0.47 -7.16
122 H -8.61 -1.67 -6.37
123 H -7.07 -2.88 -7.77
124 H -6.71 -3.19 -6.06
125 H -5.03 -1.35 -6.35
126 H -3.36 -2.55 -7.40
127 H -4.55 -3.64 -8.10
128 H -3.42 -4.75 -6.33
129 H -5.05 -4.51 -5.74
130 H -5.43 -3.07 -4.04
131 H -4.48 -1.59 -4.39
132 H -4.04 -2.63 -3.04
133 C 10.64 0.11 -0.35
134 O 9.79 -0.13 -1.46
135 C 10.30 -1.08 -2.39
136 C 9.50 -2.38 -2.32
137 N 9.75 -3.10 -1.07
138 C 8.80 -4.17 -0.79
139 C 7.31 -3.82 -0.67
140 O 6.97 -3.05 0.48
141 C 7.22 -1.66 0.36
142 H 10.28 0.99 0.17
143 H 10.63 -0.73 0.35
144 H 11.67 0.30 -0.68
145 H 11.37 -1.26 -2.25
146 H 10.16 -0.66 -3.38
147 H 9.78 -3.02 -3.16
148 H 8.44 -2.12 -2.43
149 H 9.71 -2.44 -0.30
150 H 9.11 -4.62 0.16
151 H 8.92 -4.95 -1.56
152 H 6.77 -4.76 -0.56
153 H 6.91 -3.36 -1.58
154 H 7.06 -1.29 -0.66
155 H 8.23 -1.42 0.69
156 H 6.54 -1.13 1.02

Record 2
Molecular formula: C3H4BrNO2
Method: DFT, the ωB97M-V functional and the def2-TZVPD basis

Results
- HOMO level: -0.369 Eh
- Energy relative to the best compared isomer or geometry (same formula, charge and spin): 122.7 kcal/mol
- DFT total energy: -78797.401 eV
- LUMO level: -0.290 eV

Geometry (Å):
1 C -1.38 0.86 0.04
2 C -1.10 -0.35 -0.19
3 C 0.76 -0.93 0.37
4 N 1.44 0.35 0.13
5 O 2.00 0.41 -0.96
6 O 1.27 1.32 0.85
7 Br 1.20 -2.21 -0.87
8 H -2.29 1.24 -0.48
9 H -0.76 1.62 0.52
10 H -1.64 -1.07 -0.77
11 H 0.49 -1.25 1.35

Record 3
Molecular formula: C17H47N7O8P2S
Method: DFT, the ωB97M-V functional and the def2-TZVPD basis

Results
- HOMO level: -0.309 Eh
- DFT total energy: -74614.020 eV
- LUMO level: 0.057 eV

Geometry (Å):
1 N 1.29 -3.97 -0.82
2 C 1.05 -4.81 -1.99
3 C 0.40 -6.19 -1.76
4 O 1.44 -7.15 -1.51
5 C -0.67 -6.22 -0.67
6 C -2.09 -6.50 -1.14
7 O -2.94 -6.21 0.04
8 S -3.49 -4.72 -0.02
9 O -2.92 -3.91 0.99
10 O -4.91 -4.75 -0.16
11 O -2.80 -4.31 -1.41
12 C -2.71 -5.54 -2.14
13 O -2.06 -5.38 -3.36
14 H 0.61 -3.22 -0.76
15 H 1.31 -4.48 0.05
16 H 2.02 -5.03 -2.45
17 H 0.48 -4.25 -2.73
18 H -0.03 -6.50 -2.72
19 H 1.48 -7.34 -0.57
20 H -0.70 -5.30 -0.08
21 H -0.43 -7.02 0.05
22 H -2.31 -7.54 -1.37
23 H -3.75 -5.82 -2.36
24 H -2.41 -6.04 -3.96
25 O 0.16 0.26 -1.73
26 P -1.14 0.96 -1.58
27 N -2.00 -0.03 -0.48
28 C -2.75 -1.19 -0.93
29 C -1.24 -0.29 0.73
30 N -1.75 0.97 -3.17
31 C -3.11 0.63 -3.52
32 C -0.82 0.64 -4.24
33 N -1.96 2.41 -1.18
34 C -1.13 3.61 -1.39
35 C -2.75 2.55 0.05
36 H -3.25 -1.64 -0.07
37 H -2.11 -1.94 -1.41
38 H -3.55 -0.91 -1.61
39 H -0.90 0.65 1.19
40 H -0.34 -0.90 0.55
41 H -1.87 -0.80 1.46
42 H -3.26 -0.45 -3.61
43 H -3.37 1.09 -4.48
44 H -3.82 1.02 -2.78
45 H -0.68 -0.44 -4.37
46 H 0.16 1.08 -4.05
47 H -1.20 1.06 -5.17
48 H -0.35 3.72 -0.64
49 H -1.75 4.50 -1.39
50 H -0.65 3.55 -2.37
51 H -2.16 2.45 0.97
52 H -3.56 1.84 0.07
53 H -3.19 3.55 0.04
54 O 3.52 1.65 2.83
55 P 2.79 2.93 2.76
56 N 3.01 3.54 1.18
57 C 4.18 4.35 0.85
58 C 2.72 2.55 0.15
59 N 3.52 3.87 3.96
60 C 3.84 5.28 3.82
61 C 4.45 3.20 4.86
62 N 1.23 3.55 3.06
63 C 0.47 2.71 4.00
64 C 0.36 4.01 1.98
65 H 4.10 4.66 -0.19
66 H 5.13 3.82 0.99
67 H 4.20 5.26 1.43
68 H 1.71 2.14 0.27
69 H 3.42 1.71 0.19
70 H 2.76 2.99 -0.85
71 H 4.80 5.43 3.31
72 H 3.92 5.74 4.81
73 H 3.06 5.81 3.28
74 H 5.45 3.08 4.43
75 H 4.09 2.21 5.12
76 H 4.53 3.78 5.78
77 H 0.13 1.77 3.55
78 H -0.40 3.26 4.37
79 H 1.10 2.46 4.86
80 H 0.10 3.23 1.27
81 H 0.82 4.84 1.45
82 H -0.56 4.38 2.44